7
Properties=species:S:1:pos:R:3 method="wB97M-V/def2-TZVPD" lumo_energy_ev=-0.274 smiles="O=[N+]([O-])N(O)F" total_energy_ev=-11849.1486 e_homo_ev=-11.314 homo_lumo_gap_ev=11.04 e_above_lowest_kcal_mol=36.82
O 0.232 -1.383 -0.336
N -0.660 -0.732 0.067
O -1.816 -0.834 0.084
N -0.080 0.677 0.622
O 1.197 0.522 0.523
F -0.465 1.455 -0.617
H 1.592 0.296 -0.342


7
Properties=species:S:1:pos:R:3 method="wB97M-V/def2-TZVPD" lumo_energy_ev=7.772 total_energy_ev=-19651.6849 e_homo_ev=0.819 homo_lumo_gap_ev=6.95 total_charge=-2 e_above_lowest_kcal_mol=61.29
N 0.798 0.768 -0.349
O -0.892 -1.210 -0.617
O -1.214 0.490 1.267
O 0.719 -1.331 1.358
F 1.562 0.459 -1.570
P -0.226 -0.441 0.528
H -0.747 1.265 -0.617


5
Properties=species:S:1:pos:R:3 method="wB97M-V/def2-TZVPD" lumo_energy_ev=-0.221 smiles=FOOS total_energy_ev=-17657.0154 e_homo_ev=-10.389 homo_lumo_gap_ev=10.17 e_above_lowest_kcal_mol=148.84
F 0.625 -2.818 -0.134
O 1.772 -2.072 0.330
O 1.150 -0.919 1.070
S 1.074 0.496 0.324
H -0.045 0.353 -0.354


6
Properties=species:S:1:pos:R:3 method="wB97M-V/def2-TZVPD" lumo_energy_ev=-1.797 total_energy_ev=-27793.7923 e_homo_ev=-10.551 homo_lumo_gap_ev=8.75 e_above_lowest_kcal_mol=11.12
O 0.816 0.857 1.210
O 0.811 0.238 -1.104
O -0.893 -0.778 0.196
F -1.139 1.506 -0.317
S 0.069 0.487 0.059
I 0.337 -2.310 -0.045


6
Properties=species:S:1:pos:R:3 method="wB97M-V/def2-TZVPD" lumo_energy_ev=-11.034 total_energy_ev=-15505.7109 e_homo_ev=-15.611 homo_lumo_gap_ev=4.58 total_charge=+1 e_above_lowest_kcal_mol=14.90
In 0.103 -1.985 0.931
N 0.334 0.874 -0.088
O 0.320 -0.322 0.135
O 1.300 1.498 0.176
O -0.609 1.400 -0.702
F -1.448 -1.463 -0.451


7
Properties=species:S:1:pos:R:3 method="wB97M-V/def2-TZVPD" lumo_energy_ev=3.915 smiles="O=[N+]([O-])SN([O-])F" total_energy_ev=-22669.1538 e_homo_ev=-4.323 homo_lumo_gap_ev=8.24 total_charge=-1 e_above_lowest_kcal_mol=54.29
O 1.600 -0.843 -0.878
N 1.574 0.048 -0.073
O 2.514 0.676 0.355
S -0.062 0.605 0.709
N -1.525 0.118 0.375
O -2.010 -1.356 0.403
F -2.092 0.752 -0.890


4
Properties=species:S:1:pos:R:3 method="wB97M-V/def2-TZVPD" lumo_energy_ev=-0.367 smiles="O=[N+]([O-])F" total_energy_ev=-8298.0463 e_homo_ev=-13.138 homo_lumo_gap_ev=12.77 e_above_lowest_kcal_mol=0.89
O -1.168 0.326 -0.302
N -0.147 0.030 0.118
O 0.309 -0.345 1.119
F 1.007 -0.011 -0.936


7
Properties=species:S:1:pos:R:3 method="wB97M-V/def2-TZVPD" lumo_energy_ev=-1.570 total_energy_ev=-35219.3198 e_homo_ev=-9.208 homo_lumo_gap_ev=7.64
Pb 1.881 -1.379 -0.211
N 0.219 1.242 0.488
S 1.904 1.067 0.011
S -0.744 0.101 0.188
O -2.064 0.200 0.783
O -0.120 -1.279 0.255
F -1.076 0.048 -1.514


7
Properties=species:S:1:pos:R:3 method="wB97M-V/def2-TZVPD" lumo_energy_ev=-1.864 total_energy_ev=-23227.2475 e_homo_ev=-11.296 homo_lumo_gap_ev=9.43 e_above_lowest_kcal_mol=45.63
N -1.385 0.019 0.004
O -1.276 -0.869 -0.816
O 2.120 0.549 -1.044
O -0.235 0.605 0.430
O -2.410 0.477 0.482
F 1.519 -1.188 0.625
S 1.667 0.406 0.319


4
Properties=species:S:1:pos:R:3 method="wB97M-V/def2-TZVPD" lumo_energy_ev="-1.499 / -0.794" total_energy_ev=-17085.1200 e_homo_ev="-10.581 / -9.851" homo_lumo_gap_ev="9.08 / 9.06" e_above_lowest_kcal_mol=44.68
N 0.873 -0.542 0.013
O -1.824 -0.446 -0.011
F 1.805 0.405 -0.006
S -0.853 0.583 0.003


M / u: 96.02, 112.98, 84.07, 225.97, 195.82, 127.08, 65.00, 336.34, 129.07, 81.07
Max |F| / eV/A: 2.5, 4.5, 2.0, 2.4, 7.6, 6.0, 3.1, 3.1, 3.8, 4.8